# 1
{"formula": "C21H39N3O5", "method": "wB97M-V/def2-TZVPD", "elements": ["O", "C", "C", "C", "H", "C", "H", "C", "O", "O", "C", "N", "C", "C", "H", "O", "H", "H", "H", "H", "H", "H", "O", "H", "N", "H", "H", "C", "C", "H", "C", "H", "C", "H", "C", "C", "H", "H", "H", "H", "H", "H", "H", "H", "H", "H", "H", "H", "H", "H", "C", "H", "H", "H", "C", "H", "H", "N", "H", "C", "C", "C", "C", "H", "H", "H", "C", "H"], "positions_angstrom": [[-1.820, -0.815, -3.356], [-4.655, -2.115, 1.637], [-0.008, 0.298, -4.638], [-1.589, 3.893, 0.860], [-0.144, 0.722, -0.154], [1.979, 4.522, -1.558], [1.723, 2.521, -0.975], [-2.323, 2.920, 0.090], [1.100, -5.427, -1.672], [1.616, 1.478, 1.170], [0.833, -4.818, -3.934], [-1.163, -0.349, 2.613], [1.862, 5.392, -2.842], [-4.660, -0.796, 1.004], [-0.376, -3.720, 4.253], [1.479, 4.913, -0.514], [1.055, 6.124, -2.862], [0.022, -4.482, -4.580], [2.040, 0.581, 3.649], [0.632, 1.117, -4.310], [-4.941, -0.833, -0.049], [2.742, 6.025, -2.952], [-2.129, -2.898, 6.738], [0.549, -2.400, 7.409], [-4.660, -3.168, 2.137], [-1.801, -2.919, 4.013], [-2.252, 4.732, 1.072], [0.393, -3.206, -2.027], [-2.149, 1.488, -3.752], [4.566, 0.343, 1.055], [-0.903, -2.842, 4.626], [1.774, 4.705, -3.684], [0.842, -4.571, -2.465], [3.342, 2.942, -1.166], [-0.895, -0.315, 1.488], [2.940, 0.805, 3.077], [-0.687, -3.067, -2.077], [0.638, -2.288, -2.561], [-0.246, -2.061, 4.243], [-1.188, 3.308, 1.688], [0.863, -3.736, 6.216], [3.562, 1.519, 3.616], [-0.249, 0.584, -5.662], [-5.383, -0.213, 1.574], [-3.147, 1.057, -3.677], [-1.461, -0.331, -0.598], [0.956, -5.899, -4.008], [3.499, 0.628, -0.311], [1.671, -4.195, -4.246], [0.584, -3.190, -0.953], [0.148, -3.276, 6.899], [3.598, -0.044, 3.263], [0.610, -0.590, -4.509], [-2.172, 2.116, -4.642], [2.380, 3.047, -1.667], [-0.138, -4.028, 7.634], [2.440, 2.524, -2.621], [-2.886, 2.115, -0.427], [4.278, 2.005, 0.458], [-0.578, -0.260, 0.037], [2.691, 1.127, 1.615], [-1.080, -2.982, 6.117], [3.826, 1.032, 0.648], [-3.690, -0.301, 0.954], [0.187, -1.031, -0.051], [-0.662, 4.245, 0.408], [-1.387, 0.224, -3.887], [-1.996, 2.117, -2.875]], "forces_ev_per_angstrom": [[1.3, 2.0, -1.5], [0.5, -1.8, 0.5], [-1.0, 0.0, 0.7], [0.6, -0.1, 0.1], [0.2, -0.1, 0.0], [-2.4, 0.4, -0.6], [-0.2, -0.1, -0.2], [2.7, 3.5, 2.0], [0.5, -0.6, 0.6], [-0.1, -0.1, 0.8], [0.6, -0.5, -0.2], [0.3, 0.1, -1.0], [0.7, -0.5, 0.5], [-0.1, 0.1, -0.1], [0.3, -0.5, 0.4], [1.0, -0.2, -0.6], [-0.3, -0.4, 0.5], [-0.4, 0.1, 0.7], [-0.2, 0.5, -0.3], [-0.4, 0.3, 0.5], [-0.4, -0.3, 0.1], [0.4, -0.3, -0.2], [0.4, 0.0, -1.2], [0.0, 0.0, -0.2], [0.0, 1.9, -0.9], [-0.4, 0.7, 0.5], [0.3, -0.1, 0.5], [-0.6, 0.4, 1.3], [-1.7, -0.1, -0.7], [0.3, 0.2, -0.1], [-0.2, -1.1, -1.0], [0.1, 0.3, -0.2], [-2.0, 1.3, -0.9], [0.2, 0.1, -0.2], [-0.7, 0.3, 0.2], [0.2, -0.6, 0.6], [-0.4, -0.8, -0.2], [1.0, -0.3, -0.1], [-0.3, 0.5, 0.6], [-0.5, 0.5, 0.7], [0.5, 0.2, 0.3], [-0.4, 0.8, -0.3], [0.2, -0.5, -0.3], [0.2, 0.4, -0.3], [-0.4, 0.6, 0.3], [0.1, -0.6, 0.1], [0.5, 0.2, -0.7], [-0.2, 0.1, 0.1], [0.5, -0.5, -0.5], [0.4, 0.6, 0.0], [0.6, -0.9, -0.1], [-0.1, -0.5, -0.8], [-0.5, -0.2, -0.4], [0.5, 0.0, -0.1], [0.4, 0.3, 0.9], [0.1, 0.2, 0.2], [-0.1, 0.6, -0.2], [-2.8, -3.9, -2.6], [0.1, 0.0, 0.3], [0.2, 0.4, 1.3], [-0.5, 0.4, -0.2], [-1.1, 0.8, 0.6], [0.9, -0.8, 0.1], [0.0, -0.2, 0.7], [-0.2, 0.0, -0.8], [-0.3, 0.1, -0.6], [1.7, -1.8, 1.4], [0.4, -0.4, 0.1]], "homo_lumo_gap_ev": 9.1, "molar_mass_g_mol": 413.559, "e_homo_ev": -9.0}

***

# 2
{"formula": "C21H39O7P", "method": "wB97M-V/def2-TZVPD", "elements": ["C", "O", "O", "H", "C", "H", "H", "H", "H", "C", "C", "C", "C", "C", "H", "H", "O", "H", "H", "H", "C", "O", "C", "C", "O", "C", "C", "P", "H", "H", "C", "H", "O", "H", "C", "H", "H", "H", "H", "H", "H", "C", "H", "H", "C", "H", "H", "H", "C", "H", "C", "H", "H", "H", "C", "H", "H", "H", "H", "C", "H", "H", "O", "H", "H", "C", "H", "H"], "positions_angstrom": [[3.285, -3.823, 1.289], [-3.160, 0.137, 2.474], [2.149, -1.817, 0.460], [2.928, -4.337, 2.188], [1.204, 2.998, 0.721], [-1.186, 0.249, 1.833], [2.348, -1.390, -4.406], [3.960, 2.296, -1.851], [2.751, 4.394, -1.887], [0.624, 0.181, -2.217], [-1.746, -0.830, -2.204], [-0.732, 0.051, -2.957], [3.758, -0.679, -2.644], [-1.817, -0.329, 2.516], [1.912, -3.707, -0.464], [0.485, -1.604, -1.075], [-1.134, 1.025, 4.414], [0.421, 0.826, -1.354], [-1.826, -1.366, 2.162], [-2.197, 2.479, 5.366], [-2.199, 1.393, 5.274], [3.172, -1.868, -4.589], [-1.251, -0.301, 3.921], [1.170, -1.201, -1.825], [-5.284, 1.761, -1.376], [3.176, 2.440, -1.110], [-3.259, 1.487, 2.047], [2.859, -1.202, -1.036], [3.592, -2.420, -1.107], [-3.138, 1.541, 0.963], [2.873, 1.500, -0.150], [-0.243, -0.727, 3.900], [3.986, -1.848, -3.430], [3.785, -4.576, 0.666], [-4.737, 0.781, -0.930], [1.008, 4.912, -0.263], [-5.862, 0.297, 0.794], [-3.169, 1.079, 4.882], [-1.512, -0.897, -1.133], [-2.048, 0.955, 6.267], [1.132, -1.926, -2.654], [2.071, -3.232, 0.517], [-6.213, -0.719, -0.630], [-2.515, 2.125, 2.528], [2.499, 3.639, -1.143], [1.276, 0.754, -2.888], [1.176, -3.454, 1.117], [-3.367, 0.144, -3.267], [-3.196, -0.341, -2.296], [-3.918, -1.159, -2.153], [3.596, 0.173, -0.022], [-4.710, -0.991, 0.347], [1.590, 1.107, 1.549], [4.668, 0.310, -0.208], [1.874, 1.804, 0.761], [-0.597, -0.365, -3.968], [-1.860, -0.913, 4.595], [4.756, -0.317, -2.345], [4.006, -3.052, 1.573], [-5.417, -0.254, -0.039], [0.438, 3.251, 1.452], [3.523, -0.134, 1.024], [-3.387, 0.568, -1.192], [3.296, 0.144, -3.202], [-1.739, -1.871, -2.561], [1.511, 3.952, -0.238], [-1.188, 1.040, -3.098], [-4.251, 1.855, 2.312]], "forces_ev_per_angstrom": [[-0.4, -0.6, -0.6], [0.1, 0.1, 0.1], [0.3, -0.3, -0.3], [0.2, 0.2, -0.1], [-0.7, 1.1, 0.2], [0.0, 0.0, 0.0], [0.1, -0.1, 0.5], [-0.1, -0.3, 0.2], [0.1, -0.3, 0.0], [-0.8, 0.2, -0.9], [-0.5, -0.4, 0.1], [-0.2, -0.3, 0.1], [0.6, 0.3, 0.5], [-0.2, -0.3, 0.0], [0.2, 0.2, 0.0], [0.2, 0.0, -0.1], [-0.2, 0.0, 0.0], [0.3, -0.3, 0.1], [0.0, 0.0, 0.0], [0.1, 0.0, 0.0], [0.1, 0.0, 0.0], [-0.2, -0.1, -1.0], [0.3, 0.2, -0.1], [-0.2, 0.3, 0.5], [0.4, -1.0, 0.6], [0.4, 0.1, -0.6], [-0.1, 0.0, -0.1], [0.0, -0.4, 0.2], [-0.1, 0.3, -0.2], [0.1, 0.1, 0.0], [0.3, -0.7, 0.2], [0.0, 0.0, 0.0], [-0.3, 0.3, 0.4], [0.1, 0.2, 0.2], [-0.1, 0.9, -0.5], [0.0, -0.1, 0.0], [0.0, -0.2, -0.1], [0.0, 0.0, 0.0], [0.0, 0.2, -0.2], [-0.1, 0.0, 0.0], [0.3, 0.4, 0.0], [-0.3, 0.3, 1.3], [0.1, 0.0, 0.2], [0.0, 0.0, 0.0], [0.0, 1.1, -0.7], [0.1, -0.2, 0.3], [0.1, 0.0, -0.3], [-0.2, 0.1, 0.3], [0.5, -0.3, 0.5], [0.3, 0.0, -0.3], [-0.1, 0.5, 0.5], [-0.1, 0.1, -0.1], [0.3, -0.1, -0.2], [-0.3, -0.2, -0.4], [-0.3, -0.5, 0.7], [0.1, 0.1, 0.2], [-0.1, 0.0, 0.0], [-0.1, -0.1, -0.2], [-0.2, 0.0, -0.1], [0.3, 0.5, -0.4], [0.1, -0.3, 0.0], [-0.1, -0.1, -0.3], [-0.7, 0.1, -0.3], [0.1, -0.3, -0.2], [0.2, 0.2, -0.1], [-0.1, -0.3, 0.2], [0.3, -0.1, 0.1], [0.0, -0.1, 0.0]], "homo_lumo_gap_ev": 9.3, "molar_mass_g_mol": 434.510, "e_homo_ev": -8.7}

***

# 3
{"formula": "C21H40Cl2FN7O5", "method": "wB97M-V/def2-TZVPD", "elements": ["C", "Cl", "H", "H", "N", "C", "H", "C", "C", "H", "C", "C", "C", "O", "C", "H", "H", "H", "C", "H", "C", "H", "H", "H", "N", "N", "N", "O", "C", "C", "C", "C", "H", "H", "H", "N", "H", "H", "H", "O", "C", "Cl", "O", "H", "H", "H", "C", "H", "H", "H", "H", "H", "C", "C", "H", "C", "H", "H", "H", "O", "H", "H", "C", "H", "H", "H", "H", "F", "N", "H", "C", "N", "H", "H", "H", "H"], "positions_angstrom": [[-0.989, -4.332, -4.199], [-1.300, -0.413, -3.077], [0.001, 0.562, 6.730], [0.132, -2.689, -4.021], [0.015, -3.505, -4.611], [0.863, 0.999, 6.219], [2.846, -2.819, 0.131], [3.301, -3.611, 4.075], [3.624, -0.668, -4.335], [1.602, 1.286, 6.972], [3.241, 1.620, 4.547], [-2.869, 0.256, -0.742], [-2.055, -0.995, -1.475], [-1.643, -4.047, -3.198], [2.896, 0.729, -6.856], [2.346, -3.816, 3.589], [3.707, -4.537, 4.489], [-3.119, 6.795, 1.905], [-3.889, 6.619, 2.660], [2.580, -4.153, 1.270], [2.806, -3.086, 1.191], [0.682, -4.566, -6.316], [-5.914, 4.973, 5.303], [1.920, -3.685, -5.383], [0.036, -1.859, 0.407], [-3.838, -0.765, 1.827], [-5.509, 4.875, 3.282], [0.683, 0.694, -5.940], [0.891, -3.658, -5.749], [1.870, 0.402, -5.807], [-0.951, -1.704, -0.449], [-1.254, -5.576, -5.000], [-2.136, 2.145, -1.787], [-2.080, -6.132, -4.549], [-7.130, 5.722, 4.238], [4.277, -3.063, 3.162], [3.905, -0.179, -3.399], [1.540, -0.427, -4.021], [-2.806, -1.868, -1.764], [-4.169, 4.534, 1.513], [-2.000, 1.653, -0.708], [-4.418, 0.656, -1.750], [0.985, -1.142, 5.151], [-5.589, 6.561, 4.559], [5.198, -2.839, 3.521], [3.356, -0.190, -7.230], [-2.529, 2.768, 0.370], [2.886, -0.380, 3.934], [-1.888, 3.755, 0.191], [-0.367, -6.216, -5.003], [-4.644, 7.405, 2.573], [-5.882, 3.958, 3.064], [1.455, -0.012, 5.277], [4.134, -2.793, 1.833], [-2.474, 2.443, 1.493], [-4.519, 5.273, 2.432], [-3.419, 6.650, 3.647], [2.020, -2.494, 1.668], [3.605, -1.750, -4.183], [5.077, -2.323, 1.199], [-3.655, 3.052, 0.102], [3.658, 1.393, -6.440], [-3.306, -0.138, 0.819], [4.280, 1.436, 4.831], [4.353, -0.421, -5.108], [2.796, 2.339, 5.237], [-1.534, -5.310, -6.023], [-0.531, 1.446, -0.551], [2.288, -0.241, -4.679], [3.152, -2.891, 4.883], [-6.059, 5.588, 4.411], [2.546, 0.354, 4.545], [2.413, 1.239, -7.694], [0.763, -2.787, -6.395], [3.212, 2.023, 3.531], [0.526, 1.878, 5.663]], "forces_ev_per_angstrom": [[-0.1, 0.6, 0.7], [-0.6, -0.6, 1.8], [0.2, 0.0, -0.2], [-0.1, -0.2, -0.2], [-0.5, -0.5, 0.3], [-0.2, 0.1, 0.2], [0.1, 0.0, 0.3], [0.3, 0.0, 0.4], [-0.2, -0.1, 0.4], [-0.1, 0.2, -0.1], [0.2, -0.3, -0.3], [1.0, 0.3, 1.6], [-0.5, -1.8, 1.1], [0.2, -0.1, -0.4], [0.0, 0.1, -0.2], [0.2, 0.1, 0.1], [-0.3, -0.1, 0.1], [-0.2, -0.2, 0.1], [0.2, 0.2, -0.1], [-0.2, 0.1, 0.1], [0.0, 0.1, 0.0], [0.0, 0.2, 0.2], [-0.1, 0.3, 0.1], [0.1, -0.1, -0.3], [-9.6, 1.2, -8.2], [5.0, 5.9, -9.0], [0.6, 0.1, -0.5], [0.6, -0.2, 0.0], [0.1, 0.4, 0.2], [-1.0, 0.1, 0.3], [7.2, 1.1, 5.7], [-0.2, -0.2, 0.0], [0.5, -1.3, 2.3], [0.2, 0.2, 0.0], [0.0, 0.2, 0.3], [0.1, 0.3, -0.6], [0.3, -0.2, -0.1], [0.2, 0.1, -0.1], [1.6, 2.0, 0.6], [-0.3, 0.8, 0.7], [0.1, 1.7, -0.7], [1.8, -0.7, 1.4], [0.2, 0.6, 0.2], [0.0, -0.2, -0.1], [-0.2, -0.1, -0.1], [0.1, 0.1, 0.1], [-0.1, 0.1, -1.0], [-0.1, 0.2, 0.1], [-1.4, -2.3, 0.5], [-0.1, 0.0, -0.2], [0.1, 0.0, 0.2], [0.1, 0.2, 0.1], [-0.1, -1.0, -0.4], [0.8, 0.2, -0.2], [0.0, 0.5, -2.3], [-0.2, -0.7, -0.3], [-0.1, 0.2, 0.0], [0.0, -0.3, -0.1], [0.3, 0.0, 0.0], [-0.4, -0.1, 0.2], [2.7, -0.9, 0.6], [0.1, -0.2, -0.1], [-4.2, -5.5, 5.1], [0.0, 0.3, 0.0], [-0.2, 0.0, 0.1], [0.0, -0.2, -0.1], [0.2, -0.1, 0.0], [-3.2, -0.1, -0.1], [-0.3, 0.2, -0.6], [-0.3, -0.2, 0.0], [-0.2, -0.4, 0.0], [-0.5, -0.3, 0.4], [0.0, -0.1, 0.3], [0.2, -0.1, -0.2], [0.1, 0.3, 0.1], [0.1, 0.0, 0.2]], "homo_lumo_gap_ev": 8.9, "molar_mass_g_mol": 560.499, "e_homo_ev": -9.0}

***

Values of E_LUMO, in order: 0.09; 0.63; -0.14, all in eV.